Density functional theory data (the ωB97M-V functional and the def2-TZVPD basis) for a 9-piece molecular cluster, C16H48ClO12 overall in a non-equilibrium geometry.

XYZ file:
```
77
Properties=species:S:1:pos:R:3
Cl -0.6728 0.2970 0.2488
O -1.2607 0.2783 1.5566
O -1.4455 -0.5172 -0.6520
O -0.5720 1.6319 -0.2750
O 0.6372 -0.2930 0.3842
C -6.2338 0.5025 -0.6586
C -4.7985 0.1576 -1.0449
O -4.3271 -0.8553 -0.1499
H -6.2548 0.9725 0.3242
H -6.9079 -0.3547 -0.6661
H -6.6571 1.2056 -1.3856
H -4.2008 1.0659 -0.9620
H -4.8122 -0.2405 -2.0650
H -3.3669 -0.7024 -0.1094
C 2.2387 -1.7659 -2.4548
C 3.3918 -1.4535 -3.3932
O 4.5399 -1.0880 -2.6375
H 2.1025 -0.8730 -1.8384
H 2.4809 -2.5891 -1.7839
H 1.2805 -1.9591 -2.9386
H 3.1366 -0.6936 -4.1378
H 3.6854 -2.3287 -3.9808
H 4.6042 -0.1376 -2.5254
C -0.1929 -5.3082 -0.7692
C -0.3455 -3.8096 -0.7273
O 0.3789 -3.2875 0.3892
H -0.6637 -5.7198 0.1263
H 0.8523 -5.6184 -0.7632
H -0.6719 -5.7002 -1.6665
H -1.3927 -3.5014 -0.6320
H 0.0331 -3.3277 -1.6345
H 0.4636 -2.3250 0.2782
C 1.9666 0.8117 4.7438
C 0.9780 1.5093 3.8417
O 0.4591 2.6707 4.5355
H 2.7566 1.5106 5.0200
H 2.3678 -0.0583 4.2193
H 1.4465 0.4439 5.6287
H 0.1110 0.8597 3.6928
H 1.4059 1.8038 2.8821
H 0.2250 3.3203 3.8681
C -2.8481 3.1214 -4.4646
C -2.4159 2.3660 -3.2176
O -2.5061 3.2072 -2.0825
H -3.8514 3.5190 -4.3211
H -2.7857 2.4489 -5.3216
H -2.1565 3.9436 -4.6582
H -1.4098 1.9523 -3.3616
H -3.0205 1.4582 -3.0868
H -1.7914 2.9385 -1.4933
C 0.0350 5.2038 -1.9900
C -1.0923 6.2208 -1.9119
O -0.8017 7.3470 -2.7385
H 0.2619 4.9297 -3.0222
H -0.1300 4.3162 -1.3765
H 0.9839 5.5917 -1.5991
H -1.1273 6.5419 -0.8606
H -2.0563 5.7641 -2.1131
H -0.1503 7.8869 -2.2888
C 5.2230 -2.2913 1.0902
C 3.7397 -2.4230 1.3560
O 3.5395 -2.6809 2.7272
H 5.3877 -1.9041 0.0842
H 5.8124 -3.1737 1.3243
H 5.5964 -1.4832 1.7352
H 3.3454 -3.2402 0.7344
H 3.1988 -1.5341 1.0098
H 2.6069 -2.9461 2.8775
C -0.0284 -2.1421 4.8741
C 0.2389 -2.3143 3.3913
O 0.8663 -3.5716 3.1051
H -0.7465 -2.8860 5.2181
H -0.4786 -1.1601 5.0379
H 0.9171 -2.1349 5.4173
H 0.8619 -1.4690 3.0708
H -0.6987 -2.2803 2.8279
H 0.7152 -3.6559 2.1382
```

Output
* lowest unoccupied orbital energy: 2.497 eV
* net charge: -1
* energy: -54456.98954 eV
* ΔE to the lowest compared entry with this formula, charge and spin: 35.0 kJ/mol
* gap between HOMO and LUMO: 9.66 eV

Density functional theory data (the ωB97M-V functional and the def2-TZVPD basis) for C16H48FK3O12P as an isolated structure in a non-equilibrium geometry.

XYZ file:
```
81
Properties=species:S:1:pos:R:3
K -2.8941 0.1547 -1.2391
K 0.8165 -0.2365 -5.3123
K 0.6815 -0.0703 -0.9389
F -1.3293 -1.5892 0.3662
P -0.5037 1.4951 -3.2066
O -0.9790 0.0205 -3.3271
O -0.9142 2.0947 -1.8427
O -0.9946 2.2686 -4.4548
O 1.0321 1.3924 -3.1292
C -3.8356 -5.0173 1.6194
C -3.0056 -4.5352 0.4029
O -1.6960 -4.3522 0.8705
H -3.7221 -4.3542 2.4771
H -3.5283 -6.0181 1.9227
H -4.8804 -4.8731 1.3444
H -3.4941 -3.7968 -0.2330
H -2.9074 -5.4157 -0.2321
H -1.5395 -3.4361 0.6299
C 5.0256 0.5611 -2.6562
C 3.8660 -0.2758 -2.1435
O 2.7704 -0.3994 -3.0013
H 5.2530 0.2883 -3.6867
H 5.9566 0.4942 -2.0935
H 4.7250 1.5955 -2.8231
H 3.4912 0.0954 -1.1897
H 4.0629 -1.3339 -1.9712
H 2.1996 0.3713 -2.9583
C 1.6394 -3.6010 -3.0578
C 0.1544 -3.2810 -2.9513
O -0.3269 -2.4749 -3.9986
H 1.9231 -4.3730 -2.3426
H 2.2883 -2.7366 -3.1988
H 1.6622 -4.1399 -4.0050
H 0.0847 -2.6083 -2.0965
H -0.4675 -4.1629 -2.7980
H -0.5462 -1.5834 -3.7178
C 1.4060 0.6429 3.8236
C 0.9987 1.7558 2.9011
O 0.8032 1.2592 1.5812
H 1.9756 1.0190 4.6734
H 1.9467 -0.1305 3.2782
H 0.6350 -0.0171 4.2212
H 1.7414 2.5534 2.8790
H 0.0858 2.3011 3.1409
H 0.0500 1.7630 1.2643
C -2.7090 3.9455 2.0309
C -2.5022 3.1557 0.7482
O -1.1356 2.7337 0.5783
H -2.6725 3.3239 2.9256
H -3.7714 4.1624 2.1421
H -2.0472 4.7962 2.1934
H -2.8454 3.8519 -0.0171
H -3.0922 2.2421 0.6749
H -0.8906 2.6844 -0.3486
C 2.8832 -3.4090 1.7756
C 1.4471 -3.1577 1.6505
O 1.3145 -2.5105 0.4154
H 2.9300 -3.7633 2.8053
H 3.4522 -2.4886 1.6444
H 3.2211 -4.1291 1.0303
H 1.0744 -2.5010 2.4366
H 1.0129 -4.1571 1.6798
H 0.4215 -2.1808 0.5397
C 1.4220 6.5336 -2.0917
C 0.6495 5.2753 -1.6321
O 0.4916 4.3711 -2.6038
H 0.8984 7.0881 -2.8705
H 2.4427 6.3170 -2.4070
H 1.5697 7.1886 -1.2330
H -0.3216 5.5088 -1.1954
H 1.2049 4.8392 -0.8018
H 0.1752 3.5630 -2.1933
C -2.4176 -0.2788 4.0951
C -3.0459 0.4418 2.8473
O -3.4761 -0.6087 2.0203
H -1.3888 -0.6244 3.9933
H -2.9934 -1.1686 4.3500
H -2.2159 0.4162 4.9102
H -2.2564 1.0277 2.3767
H -3.8601 1.0887 3.1740
H -2.6789 -0.8913 1.5662
```

Output
* lowest unoccupied orbital energy: 1.879 eV
* net charge: -1
* energy: -102929.72916 eV
* gap between HOMO and LUMO: 6.32 eV

Density functional theory data (the ωB97M-V functional and the def2-TZVPD basis) for C16H48N4O8Sr as an isolated structure in a non-equilibrium geometry.

XYZ file:
```
77
Properties=species:S:1:pos:R:3
Sr -1.0607 0.0057 2.5091
O -3.6104 -1.9947 3.6736
H -4.0363 -2.7006 4.1978
O -1.6431 -1.0551 -0.6891
H -1.7519 -1.2151 -1.6468
O -0.2638 -0.1560 5.7740
H 0.6447 -0.5099 5.7116
O -3.2094 2.2911 3.6216
H -3.3440 2.9835 2.9455
C -3.3634 2.0168 -4.2413
C -2.1171 2.8915 -3.6893
C -2.2051 4.4510 -3.9849
O -2.1595 4.7154 -5.3938
C -2.5220 6.0086 -5.8723
N -2.3013 2.7507 -2.2721
H -3.4629 1.8805 -5.3181
H -4.3685 2.3967 -4.0585
H -3.3208 1.0148 -3.8142
H -1.1704 2.3997 -3.9127
H -1.3079 4.9557 -3.6266
H -3.0314 4.8738 -3.4135
H -3.2471 6.1443 -6.6747
H -1.6418 6.4690 -6.3210
H -2.7991 6.7046 -5.0805
H -2.2559 1.7885 -1.9683
H -3.1502 3.0792 -1.8344
C 1.6232 4.4937 2.7920
C 0.8372 4.7419 1.5158
C 1.3845 5.9319 0.6131
O 1.6377 7.1092 1.3551
C 2.4392 8.0053 0.5969
N 0.9261 3.4271 0.9627
H 1.1210 3.7089 3.3576
H 1.8133 5.3478 3.4420
H 2.5843 4.0611 2.5140
H -0.1626 4.9337 1.9052
H 0.7631 6.1904 -0.2443
H 2.2882 5.5756 0.1186
H 3.2715 7.4649 0.1458
H 2.8991 8.7049 1.2947
H 1.7972 8.5288 -0.1116
H 0.4037 3.5755 0.1111
H 1.8511 3.2450 0.6005
C -3.2660 -6.5025 0.9416
C -2.1089 -6.0713 0.0020
C -2.2390 -5.8509 -1.5720
O -2.7318 -6.9564 -2.2730
C -1.8786 -8.0915 -2.4487
N -1.5801 -4.8651 0.6403
H -4.2341 -6.0763 0.6784
H -3.1289 -6.4055 2.0186
H -3.4294 -7.5650 0.7611
H -1.3508 -6.8528 0.0536
H -1.3096 -5.5270 -2.0403
H -2.8742 -4.9673 -1.6342
H -0.9505 -8.0031 -3.0133
H -2.4870 -8.7571 -3.0611
H -1.7718 -8.6837 -1.5399
H -1.7040 -4.0821 0.0144
H -2.2637 -4.7144 1.3684
C 3.3533 -3.1507 4.1035
C 3.8264 -2.3040 2.8942
C 4.8434 -2.9879 1.9819
O 5.1300 -2.1564 0.8700
C 6.1846 -2.7262 0.1041
N 2.5830 -2.0717 2.1669
H 2.7616 -4.0542 3.9563
H 2.7408 -2.5113 4.7393
H 4.2020 -3.5355 4.6690
H 4.3851 -1.4318 3.2337
H 4.5938 -3.9099 1.4568
H 5.7269 -3.2895 2.5445
H 6.1507 -3.7905 -0.1288
H 7.1872 -2.3743 0.3468
H 5.9220 -2.2464 -0.8388
H 2.8354 -1.7621 1.2392
H 2.1039 -2.9608 2.1746
```

Output
* lowest unoccupied orbital energy: 3.562 eV
* net charge: -2
* energy: -40536.54671 eV
* ΔE to the lowest compared entry with this formula, charge and spin: 915.1 kJ/mol
* gap between HOMO and LUMO: 4.00 eV

Density functional theory data (the ωB97M-V functional and the def2-TZVPD basis) for a 8-piece molecular cluster, C16H48N6O8 overall in a non-equilibrium geometry.

XYZ file:
```
78
Properties=species:S:1:pos:R:3
N -0.0916 1.9682 2.2204
C -1.1811 2.6527 2.5032
N -1.5169 3.5555 1.6365
O -1.8173 2.5040 3.7484
H 0.2100 1.6117 1.3033
H 0.2272 1.2962 2.8636
H -0.9693 3.4640 0.7140
H -2.1712 4.3075 1.9384
N 3.2149 -0.7090 0.7091
C 3.0815 0.6250 0.6622
N 2.0316 1.1413 0.1749
O 3.9760 1.5033 1.1551
H 4.0853 -1.1444 1.1049
H 2.6526 -1.2603 0.0289
H 1.9200 2.1582 0.5189
H 1.1809 0.6515 -0.0594
N 1.6214 3.6745 1.0403
C 1.2668 4.1174 -0.1277
N 2.3029 4.6828 -0.6481
O 0.0557 3.7602 -0.8204
H 0.8401 3.2986 1.5782
H 2.5386 3.8833 1.5164
H 2.2402 4.8965 -1.5964
H 3.2058 4.7659 -0.2262
C -1.0635 -3.3834 1.7828
C 0.0948 -2.6831 2.3754
C 0.8391 -3.3165 3.5548
O 0.9189 -2.3609 1.4927
H -1.7669 -3.3686 2.5265
H -0.9349 -4.4586 1.6302
H -1.3725 -2.9503 0.8966
H -0.3510 -1.7001 2.6856
H 1.1862 -4.2555 3.1819
H 0.2928 -3.4761 4.4326
H 1.7007 -2.7580 3.7483
H 1.4293 -1.5673 1.7347
C 2.3552 2.9548 -3.9694
C 2.3930 2.0409 -2.7830
C 2.6440 0.6024 -3.2481
O 3.3336 2.2924 -1.9634
H 2.3767 4.0322 -3.6723
H 1.3652 2.6972 -4.4728
H 3.1634 2.8064 -4.6740
H 1.4060 2.1844 -2.3662
H 2.1927 -0.0695 -2.3872
H 3.6018 0.1331 -3.4989
H 2.0981 0.2538 -4.1191
H 3.0069 1.8624 -1.1640
C -1.3238 -3.2150 -1.9127
C 0.0846 -2.8332 -2.2519
C 0.2222 -2.0203 -3.5533
O 0.5988 -2.2588 -1.3124
H -1.7813 -2.4206 -1.2446
H -1.3856 -4.1777 -1.4288
H -2.0148 -3.3108 -2.7571
H 0.7213 -3.6874 -2.4808
H -0.1083 -1.0027 -3.4744
H -0.3689 -2.3743 -4.3628
H 1.1463 -1.8430 -3.9676
H 0.4270 -2.9034 -0.5955
C -4.3627 -2.4340 1.5168
C -3.8558 -1.0625 1.1494
C -4.4105 -0.0289 2.1436
O -2.6187 -0.8671 1.1784
H -5.4154 -2.5189 1.6745
H -3.8270 -2.9382 2.2499
H -4.2086 -3.0310 0.5990
H -4.1073 -0.7386 0.1992
H -3.8637 0.8743 2.2099
H -4.3916 -0.3798 3.1423
H -5.3824 0.2222 1.9778
H -2.4396 -0.6825 2.0588
C -1.3693 0.7751 -0.8958
O -0.3666 0.0325 -0.2032
H -0.9343 1.7630 -1.1946
H -2.2465 0.9083 -0.2261
H -1.5519 0.1550 -1.7775
H -0.6792 -0.9185 -0.1225
```

Output
* SMILES: NC(N)=O.NC(N)=O.NC(N)=O.CC(C)O.CC(C)O.CC(C)O.CC(C)O.CO
* lowest unoccupied orbital energy: 0.515 eV
* energy: -42684.35775 eV
* ΔE to the lowest compared entry with this formula, charge and spin: 850.1 kJ/mol
* gap between HOMO and LUMO: 9.66 eV

Density functional theory data (the ωB97M-V functional and the def2-TZVPD basis) for a 8-piece molecular cluster, C16H48O16 overall in a non-equilibrium geometry.

XYZ file:
```
80
Properties=species:S:1:pos:R:3
O 3.7698 3.4698 -4.8900
C 2.9626 2.9067 -3.8778
C 1.8145 2.2255 -4.5820
O 0.9865 1.6573 -3.6031
H 4.4386 2.8952 -5.0902
H 3.6064 2.2232 -3.3914
H 2.7672 3.5989 -3.1063
H 2.0569 1.5017 -5.3022
H 1.1071 2.9990 -5.0121
H 1.2931 2.0674 -2.7713
O 1.2306 -3.3936 -1.3410
C 0.2314 -4.2520 -0.6535
C 0.7356 -5.4831 0.0484
O -0.2979 -5.9539 0.9023
H 0.6671 -2.7405 -1.7896
H -0.1541 -3.5529 0.1163
H -0.6255 -4.4163 -1.2220
H 1.6633 -5.3212 0.6577
H 0.9559 -6.3113 -0.5458
H 0.0476 -6.6550 1.4751
O 0.7001 -0.1133 2.6022
C 0.7010 -1.4536 2.2020
C 0.6088 -2.3761 3.4360
O 0.6421 -3.7091 3.0925
H 1.6364 0.1575 2.7962
H -0.1342 -1.6182 1.5995
H 1.6246 -1.6885 1.6616
H -0.3453 -2.1170 3.9756
H 1.3852 -2.1601 4.1598
H 1.3799 -3.9997 2.6193
O 0.5534 -1.0983 -2.8168
C -0.7519 -0.7067 -2.4429
C -0.5913 -0.2228 -1.0064
O -1.8361 0.0891 -0.3708
H 0.8363 -0.5897 -3.5628
H -1.0759 0.1419 -3.0717
H -1.4820 -1.5492 -2.5609
H -0.0038 0.6308 -1.1357
H 0.1025 -0.8968 -0.4112
H -2.1807 -0.7094 0.0497
O -5.5381 2.0996 2.2094
C -4.7833 2.1441 0.9977
C -3.4628 2.7449 1.2853
O -2.6352 2.6587 0.1300
H -5.1518 1.5252 2.8110
H -4.7436 1.1828 0.5056
H -5.3067 2.7504 0.3549
H -2.9864 2.1023 1.9891
H -3.5442 3.7658 1.6667
H -2.3844 1.7420 0.0222
O 1.5216 2.7828 -1.2094
C 0.9705 3.4592 -0.1114
C 0.9200 2.6293 1.0695
O 0.2189 3.4104 2.0815
H 2.4264 2.5318 -0.9227
H 1.6974 4.2876 -0.0223
H -0.0343 3.8310 -0.3106
H 1.9128 2.4518 1.4298
H 0.2864 1.7928 0.8426
H -0.6714 3.4368 1.7366
O 3.6032 -1.1835 -0.4966
C 3.2165 0.1254 -0.7652
C 4.4394 0.9806 -0.9585
O 4.1653 2.2404 -0.4450
H 3.9297 -1.6314 -1.2613
H 2.5758 0.1319 -1.6557
H 2.4965 0.3193 0.0780
H 4.7013 1.0215 -2.0017
H 5.2684 0.6028 -0.3239
H 5.0261 2.6873 -0.4917
O -4.8743 -0.1408 3.5762
C -4.5102 -1.1617 2.6676
C -3.0883 -1.0795 2.2726
O -2.9797 -1.8172 1.0434
H -5.7381 -0.3935 3.9438
H -4.7627 -2.1040 3.1389
H -5.2889 -1.0713 1.9051
H -2.4325 -1.5305 3.0466
H -2.8162 -0.0432 2.2078
H -2.6686 -2.7579 1.1272
```

Output
* SMILES: OCCO.OCCO.OCCO.OCCO.OCCO.OCCO.OCCO.OCCO
* lowest unoccupied orbital energy: 0.204 eV
* energy: -50123.83954 eV
* ΔE to the lowest compared entry with this formula, charge and spin: 330.5 kJ/mol
* gap between HOMO and LUMO: 9.69 eV

Density functional theory data (the ωB97M-V functional and the def2-TZVPD basis) for a 8-piece molecular cluster, C16H48O16 overall in a non-equilibrium geometry.

XYZ file:
```
80
Properties=species:S:1:pos:R:3
O -1.0783 6.1852 1.7537
C -1.6065 5.9803 0.4554
C -2.3564 4.6665 0.4337
O -1.4926 3.6192 0.8703
H -0.5215 6.9683 1.7716
H -2.3180 6.7977 0.2551
H -0.8813 6.0134 -0.3638
H -2.6048 4.5326 -0.6177
H -3.2298 4.7085 1.0837
H -0.9994 3.9469 1.6314
O 5.1093 1.2760 1.1324
C 4.0965 1.8187 1.9783
C 2.9245 0.8842 2.0442
O 1.8358 1.5041 2.7264
H 4.7854 1.3389 0.2294
H 4.5516 2.0770 2.9313
H 3.7215 2.7520 1.5374
H 3.1360 -0.0817 2.5230
H 2.6461 0.6085 1.0151
H 1.1299 0.8448 2.7312
O 3.9082 -3.4061 -3.5419
C 3.1083 -2.5661 -4.3564
C 2.4119 -3.3420 -5.4254
O 3.2220 -3.6089 -6.5514
H 4.8395 -3.1829 -3.5940
H 2.3632 -2.0629 -3.7359
H 3.7261 -1.8062 -4.8493
H 1.4725 -2.8588 -5.7314
H 2.0612 -4.2906 -4.9894
H 2.9516 -4.4331 -6.9598
O 5.4741 -2.1882 -0.4702
C 4.0804 -1.9694 -0.2241
C 3.2780 -3.2491 -0.0877
O 3.2799 -3.7609 1.2520
H 5.8155 -2.7359 0.2419
H 3.9483 -1.3326 0.6510
H 3.6913 -1.4515 -1.1020
H 3.6026 -4.0163 -0.7938
H 2.2436 -2.9999 -0.3322
H 4.1026 -4.2260 1.4218
O -1.5866 2.7954 5.5137
C -0.8383 1.8805 4.7171
C -1.5655 1.5817 3.4170
O -0.9838 0.4551 2.7738
H -2.4268 2.3754 5.7171
H 0.1479 2.2780 4.4885
H -0.6968 0.9633 5.3018
H -1.4907 2.4790 2.7911
H -2.6333 1.3812 3.5635
H -1.6110 0.1060 2.1321
O -0.5945 -1.5077 -3.5570
C -1.2098 -2.6971 -3.0027
C -0.2884 -3.8692 -3.0352
O -1.0910 -4.9984 -2.6916
H -1.1436 -1.1708 -4.2684
H -1.5617 -2.4679 -1.9968
H -2.0527 -2.8992 -3.6649
H 0.5604 -3.7692 -2.3504
H 0.0851 -4.0606 -4.0444
H -0.5368 -5.7813 -2.7403
O 0.9461 -0.7390 -1.1772
C -0.0488 -0.4724 -0.2148
C -1.1366 0.4612 -0.6983
O -2.0276 0.7362 0.3742
H 0.5759 -1.0891 -1.9963
H -0.4582 -1.4301 0.1469
H 0.4046 -0.0472 0.6845
H -1.7300 -0.0213 -1.4851
H -0.6724 1.3392 -1.1542
H -2.0844 1.6885 0.5177
O -7.0923 1.3897 2.6502
C -5.8132 0.7384 2.6262
C -5.3877 0.5995 1.1929
O -5.4277 1.8060 0.4743
H -7.1549 1.8429 3.4943
H -5.0707 1.3448 3.1595
H -5.9099 -0.2353 3.1130
H -6.0564 -0.1370 0.7097
H -4.4211 0.1020 1.1081
H -6.3454 2.0950 0.4661
```

Output
* SMILES: OCCO.OCCO.OCCO.OCCO.OCCO.OCCO.OCCO.OCCO
* lowest unoccupied orbital energy: 0.397 eV
* energy: -50125.90840 eV
* ΔE to the lowest compared entry with this formula, charge and spin: 130.9 kJ/mol
* gap between HOMO and LUMO: 10.07 eV